Entry 1:
{"formula": "CHKO3", "method": "ωB97M-V with the def2-TZVPD basis set", "de_lowest_kj_mol": 65.5, "max_force_ha_per_bohr": 0.050, "e_lumo_ev": -0.55, "total_energy_ha": -864.380126, "gap_ev": 7.35, "elements": ["O", "H", "O", "C", "K", "O"], "positions_angstrom": [[1.0595, 0.9856, -0.3896], [0.5081, 1.5911, -0.8828], [-2.0653, 0.2820, 0.5592], [-1.0834, -0.3417, 0.6352], [2.0314, -1.1760, -0.6142], [-0.4503, -1.3409, 0.6923]]}

Entry 2:
{"formula": "C9H18AlO5", "method": "ωB97M-V with the def2-TZVPD basis set", "de_lowest_kj_mol": 58.1, "max_force_ha_per_bohr": 0.013, "e_lumo_ev": 3.27, "total_energy_ha": -972.434297, "charge": -1, "gap_ev": 8.33, "elements": ["C", "C", "O", "O", "C", "Al", "C", "C", "O", "C", "C", "C", "C", "O", "O", "H", "H", "H", "H", "H", "H", "H", "H", "H", "H", "H", "H", "H", "H", "H", "H", "H", "H"], "positions_angstrom": [[-3.1733, -2.8470, 0.4600], [-1.8065, -2.2362, 0.2537], [-1.1086, -1.8418, 1.1606], [-1.4914, -2.1975, -1.0219], [-0.1791, -1.6254, -1.3689], [-0.2810, 0.3998, -1.6483], [-1.8128, 1.1862, -0.5641], [-1.4056, 2.3209, 0.3644], [-0.4460, 1.8800, 1.3520], [1.4539, 1.3693, -1.2643], [2.6324, 0.5642, -0.6942], [2.2235, -0.1483, 0.6250], [3.1357, 0.2019, 1.7632], [4.2918, -0.0971, 1.8544], [2.5406, 0.9145, 2.7755], [-3.4479, -2.7377, 1.5073], [-3.9060, -2.3296, -0.1597], [-3.1640, -3.9038, 0.1920], [0.0678, -2.1095, -2.3178], [0.5365, -1.9819, -0.6253], [-0.6327, 0.6234, -3.2401], [-2.2863, 0.4224, 0.0729], [-2.5968, 1.5251, -1.2534], [-2.2680, 2.7414, 0.9039], [-0.9145, 3.1363, -0.1719], [-0.9095, 1.2668, 1.9320], [1.2855, 2.2015, -0.5680], [1.7755, 1.8321, -2.2077], [3.0272, -0.1604, -1.4105], [3.4686, 1.2393, -0.4703], [2.2905, -1.2311, 0.5050], [1.1898, 0.0834, 0.8787], [1.9106, 1.5387, 2.3856]]}

Entry 3:
{"formula": "C22H49LaN2P3S2", "method": "ωB97M-V with the def2-TZVPD basis set", "de_lowest_kj_mol": 0.0, "max_force_ha_per_bohr": 0.059, "e_lumo_ev": -9.41, "total_energy_ha": -2828.272278, "charge": 3, "gap_ev": 7.23, "elements": ["La", "P", "P", "P", "H", "C", "C", "H", "C", "C", "C", "C", "C", "C", "C", "C", "C", "H", "H", "H", "H", "H", "H", "H", "H", "H", "H", "H", "H", "H", "H", "H", "H", "H", "H", "H", "H", "H", "H", "H", "H", "H", "H", "H", "H", "H", "C", "C", "C", "C", "C", "C", "S", "H", "H", "H", "H", "H", "H", "C", "C", "N", "C", "S", "N", "C", "C", "H", "H", "H", "H", "H", "H", "H", "H", "H", "H", "H", "H"], "positions_angstrom": [[0.0349, -0.0025, -1.1258], [-1.6462, 2.0022, -0.0292], [-2.0429, -1.5442, 0.6971], [2.0496, 2.0462, -1.2897], [-0.9608, -4.0616, -1.9963], [0.0945, -4.0528, -2.2498], [1.0918, -3.9250, -1.3670], [0.9348, -3.8561, -0.2832], [-2.6530, 2.3126, -1.5399], [-2.9317, 2.1466, 1.2556], [-0.8416, 3.6175, 0.2467], [-1.7596, -3.3386, 0.9441], [-2.6608, -1.2176, 2.3933], [-3.6616, -1.5924, -0.1769], [3.5131, 1.0801, -1.8299], [2.8074, 3.4411, -0.3692], [1.5814, 2.8541, -2.8884], [0.3015, -4.0824, -3.3233], [2.1266, -3.7692, -1.7157], [-3.2591, 3.2065, -1.3264], [-3.3131, 1.4496, -1.7323], [-2.0068, 2.4949, -2.4154], [-3.3375, 3.1669, 1.1867], [-2.5087, 2.0010, 2.2592], [-3.7524, 1.4373, 1.1024], [-1.6097, 4.3243, 0.5856], [-0.3869, 4.0131, -0.6669], [-0.0693, 3.5292, 1.0208], [-2.7126, -3.8839, 0.8807], [-1.3210, -3.4842, 1.9396], [-1.0544, -3.7347, 0.2071], [-3.5707, -1.8244, 2.5554], [-2.8735, -0.1484, 2.5157], [-1.8819, -1.5020, 3.1161], [-4.3694, -2.2092, 0.3931], [-3.5282, -2.0119, -1.1807], [-4.0526, -0.5730, -0.2758], [3.9304, 1.4763, -2.7632], [3.2541, 0.0228, -1.9851], [4.2692, 1.1227, -1.0392], [3.4472, 4.0824, -0.9914], [3.4333, 3.0633, 0.4500], [2.0389, 4.0899, 0.0689], [2.4747, 2.9641, -3.5179], [1.1501, 3.8449, -2.6901], [0.8521, 2.2689, -3.4711], [1.2897, -1.2073, -5.2379], [0.8371, -0.4870, -6.3719], [1.1295, -0.9717, -7.6611], [1.9166, -2.1110, -7.8669], [2.3335, -2.8219, -6.7286], [2.0635, -2.3763, -5.4243], [1.0162, -0.5733, -3.6021], [-0.0262, -1.3615, -2.8821], [0.2589, 0.4276, -6.2252], [0.7832, -0.4339, -8.5255], [2.1601, -2.4630, -8.8943], [2.9420, -3.7342, -6.8384], [2.4586, -2.9316, -4.5625], [1.1709, 2.5991, 5.6839], [0.1408, 1.5074, 5.6057], [-0.1441, 1.0201, 4.1919], [0.5743, 0.0700, 3.5259], [0.9172, 0.2333, 1.8414], [1.0521, -0.9955, 4.1939], [0.5326, -1.5922, 5.4509], [-0.9747, -1.6352, 5.6024], [2.1300, 2.2773, 5.2682], [1.2644, 2.8734, 6.7355], [0.8413, 3.4706, 5.1282], [0.4338, 0.6278, 6.1703], [-0.8493, 1.8265, 5.9988], [-0.4518, 1.7702, 3.5620], [1.6314, -1.5865, 3.5999], [0.9373, -2.6171, 5.4660], [1.0316, -1.0852, 6.2876], [-1.3804, -2.3982, 4.9352], [-1.1976, -1.8844, 6.6500], [-1.4423, -0.6810, 5.3444]]}

Entry 4:
{"formula": "C6H13NO", "method": "ωB97M-V with the def2-TZVPD basis set", "de_lowest_kj_mol": 638.1, "max_force_ha_per_bohr": 0.101, "e_lumo_ev": [0.71, 0.71], "total_energy_ha": -366.190860, "gap_ev": [7.62, 7.62], "elements": ["C", "C", "C", "C", "C", "N", "C", "O", "H", "H", "H", "H", "H", "H", "H", "H", "H", "H", "H", "H", "H"], "positions_angstrom": [[-0.6067, 1.6221, -0.2866], [1.7109, -2.5833, 0.7832], [-1.5270, -1.4879, -0.6125], [0.5476, 2.2168, -1.0493], [-0.4825, -0.8066, 0.1370], [-1.0886, 2.4200, 0.7499], [0.2862, 0.0384, 0.6175], [0.5731, -2.0723, 1.3820], [-1.4062, 1.2721, -0.9333], [-2.0731, 2.3721, 0.9706], [-0.3962, 2.7689, 1.3996], [1.1068, 0.4029, 1.1957], [2.2182, -3.3207, 1.4316], [2.4692, -1.8073, 0.5476], [1.4960, -3.1105, -0.1716], [-1.5486, -1.1678, -1.6584], [-1.3108, -2.5604, -0.5976], [-2.5088, -1.3236, -0.1623], [1.3713, 2.4889, -0.3823], [0.9339, 1.5113, -1.7855], [0.2353, 3.1269, -1.5753]]}

Entry 5:
{"formula": "C11H16ClIN2OPRu", "method": "ωB97M-V with the def2-TZVPD basis set", "max_force_ha_per_bohr": 0.180, "e_lumo_ev": [-8.21, -12.04], "total_energy_ha": -1806.729412, "spin_multiplicity": 6, "charge": 2, "gap_ev": [4.39, 4.26], "elements": ["C", "I", "H", "H", "H", "Ru", "P", "C", "C", "H", "H", "H", "C", "H", "H", "H", "H", "H", "H", "C", "O", "Cl", "N", "C", "C", "C", "C", "N", "C", "C", "H", "H", "H", "H"], "positions_angstrom": [[0.6952, -1.6845, -0.6984], [1.6110, 2.8353, -0.8979], [-0.1015, -2.3966, -0.9715], [1.0994, -2.1240, 0.2411], [1.4439, -1.5860, -1.4987], [-0.2852, 0.1368, 0.0260], [-0.3018, 0.3533, -2.2008], [1.2461, 0.7061, -3.1533], [-0.8906, -1.1383, -3.1215], [-2.4577, 1.3777, -2.2073], [-1.6987, 1.5344, -3.8162], [-1.1604, 2.6015, -2.4849], [-1.5205, 1.5972, -2.7361], [-1.8169, -1.5079, -2.6679], [-1.0812, -0.9028, -4.1741], [1.0576, 0.8203, -4.2292], [2.0041, -0.0659, -2.9636], [-0.1313, -1.9257, -3.0831], [1.7006, 1.6722, -2.8338], [1.5801, 0.2703, 0.2198], [2.7374, 0.0101, 0.2340], [-2.5698, -0.3022, -0.0466], [-0.0645, -0.2589, 7.5851], [-0.0533, -0.1969, 6.4142], [-0.0577, -0.1215, 4.9661], [-0.9205, -0.9318, 4.2383], [-0.8978, -0.8244, 2.8467], [-0.1202, 0.0485, 2.1964], [0.7274, 0.8357, 2.9040], [0.8132, 0.7456, 4.3001], [-1.6091, -1.6576, 4.7073], [-1.5299, -1.4270, 2.1936], [1.3318, 1.5235, 2.3153], [1.5672, 1.3608, 4.8266]]}

Entry 6:
{"formula": "C50H49Cl2N7O2ReS", "method": "ωB97M-V with the def2-TZVPD basis set", "de_lowest_kj_mol": 454.3, "max_force_ha_per_bohr": 0.035, "e_lumo_ev": [-0.60, -1.46], "total_energy_ha": -3865.188924, "spin_multiplicity": 4, "gap_ev": [6.33, 5.73], "elements": ["Re", "Cl", "C", "C", "C", "N", "C", "O", "C", "C", "C", "C", "C", "N", "C", "C", "C", "Cl", "N", "C", "O", "C", "C", "C", "C", "C", "N", "H", "H", "H", "H", "H", "H", "H", "H", "H", "H", "C", "C", "C", "C", "C", "C", "C", "C", "C", "C", "C", "C", "N", "C", "C", "C", "C", "C", "C", "C", "N", "C", "C", "C", "C", "C", "C", "C", "C", "C", "C", "C", "C", "H", "H", "H", "H", "H", "H", "H", "H", "H", "H", "H", "H", "H", "H", "H", "H", "H", "H", "H", "H", "H", "H", "H", "H", "H", "H", "H", "H", "H", "H", "H", "H", "H", "H", "H", "H", "H", "H", "H", "S", "C", "N"], "positions_angstrom": [[0.1126, -0.1889, -0.5411], [-1.4777, 1.6949, 6.6538], [-0.7828, 1.4864, 5.0930], [-1.0520, 0.3623, 4.3628], [-0.5052, 0.1690, 3.0771], [-0.7908, -0.8814, 2.3044], [-1.9012, -1.6367, 2.5095], [-2.9154, -1.2918, 3.1135], [-1.8868, -2.9270, 1.8049], [-2.7376, -3.9628, 1.7924], [-2.5600, -5.2030, -0.5382], [-1.7195, -4.7737, -1.7072], [-1.2195, -3.5467, -1.7071], [-1.2555, -2.7441, -0.5384], [0.4328, 1.1491, 2.5664], [0.6575, 2.3101, 3.3433], [0.0600, 2.4810, 4.5637], [0.3429, 3.9262, 5.4549], [0.9881, 0.9203, 1.3822], [1.8339, 1.8285, 0.6948], [2.4978, 2.9467, 1.3115], [3.3539, 0.6126, -1.0052], [4.5268, 0.7860, -1.7377], [4.7010, 0.0970, -2.9191], [3.6974, -0.7733, -3.3193], [2.5587, -0.8746, -2.5493], [2.3591, -0.1774, -1.4261], [-1.7258, -0.3829, 4.7532], [-3.6424, -4.1937, 2.3212], [-2.6818, -6.2902, -0.5310], [-1.6755, -5.4105, -2.5742], [-0.7825, -3.0781, -2.5773], [1.3000, 3.0864, 2.9621], [5.2927, 1.4412, -1.3589], [5.6055, 0.2076, -3.4985], [3.7983, -1.3744, -4.2078], [1.7718, -1.5549, -2.8451], [-5.4611, -0.2955, -0.7948], [-4.4241, -0.9408, -1.7298], [-3.6419, 0.1123, -2.5154], [-3.5532, -2.0189, -1.0819], [-4.2211, -3.3064, -1.1163], [-3.9017, -4.5769, -0.8266], [-1.9466, -4.7568, 0.7895], [-1.0180, -3.4963, 0.6914], [0.4739, -3.8296, 0.9525], [0.8535, -3.5211, 2.3993], [1.4248, -3.1244, -0.0021], [-2.3106, -1.7795, -0.5642], [-1.8498, -0.5204, -0.1781], [-2.6110, 0.3039, 0.4888], [-2.2747, 1.6382, 0.8452], [-3.0974, 2.2561, 1.8089], [-2.8210, 3.5013, 2.3086], [-1.7233, 4.2081, 1.8129], [-0.9177, 3.6568, 0.8523], [-1.1340, 2.3526, 0.3577], [-0.2535, 1.8254, -0.5279], [1.0545, 2.3237, -0.5453], [1.5660, 3.0453, -1.5648], [2.8983, 3.6014, -1.5735], [3.8492, 3.4743, -0.6409], [3.7146, 2.6546, 0.6007], [3.2239, 1.2115, 0.3500], [3.6501, 0.1527, 1.4097], [3.9749, 0.7526, 2.7772], [4.8313, -0.7096, 0.9578], [0.6991, 3.3105, -2.7776], [0.4060, 4.7984, -2.9662], [1.3600, 2.7078, -4.0190], [-6.3717, -0.0755, -1.3488], [-5.0881, 0.6396, -0.3864], [-5.7200, -0.9631, 0.0248], [-4.9919, -1.4900, -2.4917], [-3.0012, 0.7311, -1.8936], [-4.3440, 0.7623, -3.0344], [-3.0199, -0.3769, -3.2611], [-5.2670, -3.1789, -1.3781], [-4.7104, -5.2929, -0.8924], [-1.4390, -5.6001, 1.2647], [0.5936, -4.9084, 0.7945], [0.7549, -2.4552, 2.5885], [1.8816, -3.8224, 2.5931], [0.2041, -4.0508, 3.0924], [1.2768, -2.0370, 0.0817], [1.2483, -3.4385, -1.0276], [2.4571, -3.3440, 0.2585], [-3.5560, -0.0641, 0.8710], [-3.9441, 1.6951, 2.1799], [-3.4435, 3.9322, 3.0762], [-1.5043, 5.1954, 2.1892], [-0.0657, 4.2039, 0.4767], [3.1191, 4.2323, -2.4227], [4.7801, 4.0091, -0.7626], [4.5781, 2.7811, 1.2528], [2.7797, -0.5037, 1.5325], [4.9520, 1.2288, 2.7708], [3.9964, -0.0383, 3.5230], [3.2337, 1.4822, 3.0833], [5.6851, -0.0956, 0.6787], [4.5700, -1.3432, 0.1133], [5.1348, -1.3545, 1.7801], [-0.2477, 2.7855, -2.6190], [1.3192, 5.3648, -3.1323], [-0.0966, 5.1997, -2.0886], [-0.2408, 4.9382, -3.8284], [2.2899, 3.2138, -4.2641], [0.6927, 2.7933, -4.8719], [1.5756, 1.6535, -3.8568], [-0.6743, -0.6184, -5.1433], [-0.4795, -0.5259, -3.5784], [-0.3167, -0.5149, -2.4063]]}

Entry 7:
{"formula": "C3H6N2O", "method": "ωB97M-V with the def2-TZVPD basis set", "smiles": "C=NNC(C)=O", "de_lowest_kj_mol": 204.0, "max_force_ha_per_bohr": 0.064, "e_lumo_ev": 0.90, "total_energy_ha": -302.615409, "gap_ev": 10.43, "elements": ["C", "N", "N", "C", "C", "O", "H", "H", "H", "H", "H", "H"], "positions_angstrom": [[-0.1874, 2.1954, 0.8072], [-0.1262, 0.9438, 0.6597], [-0.1596, 0.4688, -0.5886], [0.0132, -0.8435, -0.8893], [0.1462, -1.8542, 0.2086], [0.1881, -1.1396, -2.0744], [-0.2553, 2.9303, 0.0139], [-0.1099, 2.5913, 1.7920], [-0.1561, 1.1093, -1.4056], [-0.4078, -2.8389, -0.1393], [-0.2802, -1.4743, 1.1853], [1.3349, -2.0885, 0.4302]]}